1.
DFT (ωB97M-V with the def2-TZVPD basis set) results for a molecular structure, C27H39N5O3SSi3Ti.

Output
multiplicity: 3
net charge: -2
E: -99811.206 eV

Geometry (Å):
Ti 0.383 -0.354 -0.213
C 2.820 -3.361 -0.118
Si 3.557 -1.659 -0.304
C 4.733 -1.575 1.160
C 4.581 -1.823 -1.871
N 2.487 -0.315 -0.367
C 2.946 0.990 -0.524
C 4.306 1.347 -0.569
C 4.754 2.667 -0.671
C 3.823 3.686 -0.714
C 2.461 3.367 -0.670
C 1.972 2.053 -0.608
N 0.609 1.721 -0.543
Si -0.704 2.681 -1.103
C -0.379 4.489 -1.545
C -2.052 2.896 0.186
C -1.464 2.028 -2.691
H 3.664 -4.029 0.100
H 2.320 -3.715 -1.024
H 2.108 -3.406 0.706
H 5.436 -2.419 1.127
H 4.133 -1.656 2.075
H 5.310 -0.647 1.219
H 5.317 -2.631 -1.766
H 5.109 -0.901 -2.135
H 3.913 -2.073 -2.706
H 5.044 0.557 -0.515
H 5.818 2.878 -0.705
H 4.133 4.724 -0.774
H 1.747 4.176 -0.671
H -0.104 5.093 -0.673
H -1.335 4.867 -1.932
H 0.386 4.631 -2.317
H -1.932 3.873 0.674
H -2.012 2.117 0.951
H -3.041 2.864 -0.288
H -1.026 2.549 -3.552
H -2.548 2.200 -2.693
H -1.291 0.959 -2.823
C -4.412 -1.641 3.965
C -4.818 -0.552 3.203
C -4.197 -0.284 1.982
C -3.161 -1.085 1.477
C -2.760 -2.161 2.284
C -3.377 -2.443 3.499
Si -2.274 -0.585 -0.164
C -2.880 -1.962 -1.383
C -2.666 -3.333 -1.177
C -3.111 -4.294 -2.080
C -3.772 -3.910 -3.242
C -3.971 -2.558 -3.490
C -3.532 -1.607 -2.572
H -4.886 -1.852 4.917
H -5.620 0.089 3.555
H -4.528 0.569 1.397
H -1.920 -2.774 1.975
H -3.030 -3.281 4.096
H -3.289 0.447 -0.577
H -2.122 -3.662 -0.299
H -2.928 -5.345 -1.883
H -4.115 -4.656 -3.950
H -4.469 -2.241 -4.400
H -3.701 -0.554 -2.781
O 0.454 -2.679 -2.960
N 0.359 -1.887 -2.060
O 0.327 -0.622 -2.205
O 0.270 -2.210 -0.825
S 0.680 -1.411 2.130
C 0.680 0.340 2.047
N -0.445 1.050 2.520
C -0.016 2.189 3.313
C 1.351 2.464 2.704
N 1.806 1.107 2.414
H -1.145 0.438 2.917
H 0.076 1.940 4.379
H -0.697 3.035 3.203
H 2.027 2.967 3.396
H 1.251 3.070 1.797
H 2.578 1.039 1.762

Atom charges from the Löwdin analysis, given in e for atoms 1 to 5:
1. Ti 0.588
2. C -0.193
3. Si 0.345
4. C -0.182
5. C -0.178

***

2.
DFT (ωB97M-V with the def2-TZVPD basis set) results for a molecular structure, C27H40AsGaGe2O6SSi.

Output
E: -285887.659 eV

Geometry (Å):
Ga 3.165 0.163 0.690
O 6.257 -2.640 -0.589
As 5.783 -0.854 -0.736
O 7.042 0.241 -0.999
O 4.802 -0.602 0.697
C 4.543 -1.074 -2.164
C 5.087 -0.766 -3.453
C 4.346 -1.150 -4.598
C 3.118 -1.785 -4.404
C 2.633 -2.194 -3.151
C 3.424 -1.918 -2.028
S 2.857 -2.651 -0.462
O -0.287 -2.252 -1.061
O 1.739 -3.675 -0.617
O 2.136 -1.322 0.078
H 7.227 -2.612 -0.375
H 5.945 -0.099 -3.544
H 4.743 -0.884 -5.562
H 2.427 -1.948 -5.222
H 1.733 -2.864 -3.081
C -1.214 2.437 -1.831
C -1.039 1.041 -1.265
Ge -2.012 0.663 0.540
C -1.082 1.686 2.125
C -1.485 3.172 2.222
C -3.966 0.378 0.613
C -4.179 -0.968 0.731
Ge -2.340 -1.794 0.803
C -1.589 -2.736 -0.878
C -1.797 -4.240 -1.081
C -1.767 -2.504 2.567
C -0.768 -3.704 2.567
C -5.442 -1.680 0.802
C -6.687 -1.030 0.630
C -7.892 -1.744 0.626
C -7.825 -3.120 0.826
C -6.634 -3.793 1.006
C -5.426 -3.072 0.959
H -0.437 2.609 -2.603
H -1.062 3.197 -1.053
H -2.146 2.662 -2.334
H 0.029 0.811 -1.043
H -1.543 0.281 -1.917
H -0.003 1.554 1.781
H -1.246 1.123 3.112
H -1.276 3.761 1.302
H -0.926 3.699 2.969
H -2.560 3.359 2.504
H -4.712 1.185 0.781
H 0.426 -2.925 -0.747
H -2.249 -2.188 -1.571
H -1.039 -4.833 -0.497
H -1.590 -4.427 -2.141
H -2.825 -4.651 -0.848
H -2.684 -2.774 3.127
H -1.300 -1.588 3.022
H -1.204 -4.626 2.226
H -0.428 -3.867 3.584
H 0.185 -3.565 1.960
H -6.685 0.055 0.507
H -8.840 -1.258 0.531
H -8.749 -3.687 0.919
H -6.530 -4.872 1.102
H -4.497 -3.623 1.146
C 4.655 5.487 -0.139
Si 3.143 4.917 0.797
C 3.631 5.235 2.574
C 1.490 5.705 0.314
C 2.971 3.059 0.465
C 2.737 1.840 0.181
H 4.908 6.509 0.071
H 4.558 5.394 -1.225
H 5.493 4.904 0.211
H 4.118 6.211 2.699
H 4.405 4.489 2.849
H 2.806 5.197 3.311
H 1.508 6.721 -0.032
H 0.834 5.669 1.214
H 1.051 5.143 -0.495

Atom charges from the Löwdin analysis, given in e for atoms 1 to 5:
1. Ga 0.580
2. O -0.264
3. As 1.023
4. O -0.463
5. O -0.413

***

Energy relative to the best compared isomer or geometry (same formula, charge and spin) (kcal/mol)
20.1; 58.1